[1]
DFT (ωB97M-V/def2-TZVPD) results for a molecular structure, C43H50Cl4F3N7NiO3 in a non-equilibrium geometry.

Geometry as ORCA input:
```
! wB97M-V def2-TZVPD RIJCOSX def2/J DEFGRID3
* xyz 0 3
Ni -0.94 0.18 2.83
C -1.97 2.09 4.35
O -1.62 2.19 2.95
O -1.49 0.93 4.72
C -1.37 3.25 5.13
F -2.15 4.36 5.00
F -1.24 2.98 6.43
F -0.15 3.58 4.64
C -2.21 3.21 2.20
C -1.71 3.18 0.77
H -1.77 2.19 0.29
H -2.25 3.94 0.20
H -0.67 3.48 0.64
H -1.86 4.20 2.52
H -3.30 3.22 2.23
H -3.08 2.12 4.39
C 0.66 -1.22 -0.65
C -0.63 -0.50 -0.41
O -0.69 0.01 0.87
H 0.80 -2.04 0.05
H 1.52 -0.56 -0.51
H 0.74 -1.64 -1.67
H -1.51 -1.15 -0.61
H -0.74 0.33 -1.15
N 4.46 -0.15 -3.68
C 3.29 -0.44 -4.22
C 2.96 -0.16 -5.53
C 3.86 0.60 -6.26
C 5.09 0.89 -5.72
C 5.35 0.46 -4.43
H 2.61 -0.95 -3.54
H 1.99 -0.39 -5.95
H 3.63 0.88 -7.28
H 5.89 1.36 -6.28
H 6.35 0.61 -4.03
N -4.40 -0.01 -2.10
C -3.84 1.10 -1.69
C -4.59 2.15 -1.20
C -5.98 2.07 -1.20
C -6.55 0.88 -1.60
C -5.71 -0.15 -1.98
H -2.76 1.16 -1.73
H -4.18 3.11 -0.93
H -6.53 2.93 -0.88
H -7.62 0.70 -1.53
H -6.07 -1.14 -2.26
N 1.31 3.85 -1.70
C 1.86 4.97 -2.13
C 2.40 5.13 -3.40
C 2.46 4.02 -4.22
C 1.91 2.83 -3.77
C 1.36 2.80 -2.50
H 1.81 5.83 -1.46
H 2.95 6.02 -3.67
H 3.02 4.07 -5.15
H 1.88 1.95 -4.40
H 0.89 1.88 -2.15
N 1.52 -5.49 -4.76
C 1.20 -4.92 -3.61
C 2.07 -4.12 -2.89
C 3.28 -3.82 -3.46
C 3.65 -4.46 -4.63
C 2.74 -5.30 -5.24
H 0.19 -5.08 -3.24
H 1.77 -3.64 -1.97
H 3.96 -3.05 -3.10
H 4.64 -4.33 -5.05
H 2.93 -5.79 -6.19
N 1.13 0.87 3.10
C 1.93 0.53 4.09
C 3.28 0.83 4.13
C 3.81 1.64 3.14
C 2.96 2.02 2.11
C 1.64 1.58 2.11
H 1.47 -0.02 4.91
H 3.89 0.47 4.94
H 4.85 1.93 3.15
H 3.30 2.70 1.35
H 0.97 1.91 1.33
N -0.21 -1.68 3.55
C 0.66 -2.27 2.75
C 1.38 -3.41 3.07
C 1.20 -3.98 4.32
C 0.30 -3.35 5.17
C -0.39 -2.23 4.74
H 0.87 -1.76 1.82
H 2.04 -3.80 2.31
H 1.77 -4.84 4.65
H 0.16 -3.68 6.20
H -1.07 -1.77 5.44
N -2.96 -0.65 2.62
C -3.53 -1.53 3.42
C -4.90 -1.77 3.46
C -5.74 -1.01 2.67
C -5.16 -0.07 1.84
C -3.78 0.05 1.84
H -2.84 -2.06 4.06
H -5.21 -2.44 4.26
H -6.81 -1.13 2.72
H -5.73 0.45 1.08
H -3.31 0.77 1.17
C 4.34 -0.82 0.24
Cl 5.94 -0.71 1.01
Cl 3.75 -2.48 0.23
H 3.69 -0.23 0.88
H 4.39 -0.44 -0.77
C -3.49 -2.80 -0.35
Cl -2.08 -3.89 -0.45
Cl -4.99 -3.73 -0.13
H -3.35 -2.19 0.53
H -3.54 -2.22 -1.26
*
```

ΔE to the lowest compared entry with this formula, charge and spin: 0.0 kcal per mole
HOMO-LUMO gap (spin up / spin down): 8.3 / 8.2 eV
HOMO (spin up / spin down): -7.7 / -7.7 eV

=====

[2]
DFT (ωB97M-V/def2-TZVPD) results for a molecular structure, C43H50DyN8O4S3 in a non-equilibrium geometry.

Geometry as ORCA input:
```
! wB97M-V def2-TZVPD RIJCOSX def2/J DEFGRID3
* xyz 1 6
Dy -0.40 -0.06 -0.02
N -1.09 -2.47 -1.08
C -2.56 -2.40 -1.14
C -3.07 -1.07 -0.58
O -4.08 -0.56 -1.05
O -2.38 -0.58 0.39
H -0.71 -2.71 -1.98
H -0.80 -3.21 -0.44
H -3.03 -3.19 -0.55
H -2.92 -2.51 -2.17
C -2.04 1.26 7.08
C -2.39 -0.17 6.76
C -2.99 -0.99 7.71
C -3.34 -2.30 7.42
C -3.11 -2.80 6.15
C -2.52 -2.01 5.18
C -2.14 -0.70 5.49
N -1.57 0.16 4.53
C -0.82 -0.14 3.41
N -0.14 -1.29 3.51
C 0.64 -2.06 2.61
C 0.90 -1.65 1.29
C 1.71 -2.55 0.58
C 2.21 -3.74 1.10
C 1.91 -4.09 2.40
C 1.13 -3.25 3.18
C 0.83 -3.65 4.61
N -0.71 0.73 2.43
C -1.56 1.87 2.60
C -2.95 1.73 2.45
C -3.79 2.82 2.63
C -3.26 4.06 2.96
C -1.89 4.19 3.14
C -1.03 3.10 3.01
C 0.43 3.25 3.37
H -2.24 1.47 8.12
H -2.64 1.95 6.48
H -0.99 1.46 6.87
H -3.17 -0.59 8.70
H -3.81 -2.91 8.17
H -3.41 -3.81 5.90
H -2.39 -2.38 4.17
H -1.88 1.12 4.57
H -0.28 -1.74 4.40
H 1.98 -2.32 -0.45
H 2.82 -4.39 0.49
H 2.29 -5.01 2.82
H 1.33 -4.58 4.84
H -0.24 -3.80 4.77
H 1.18 -2.89 5.32
H -3.35 0.76 2.20
H -4.86 2.69 2.53
H -3.91 4.91 3.10
H -1.48 5.15 3.43
H 0.90 4.05 2.79
H 0.96 2.31 3.20
H 0.53 3.51 4.42
C 4.85 1.45 2.16
C 4.49 0.95 0.81
N 5.30 0.47 -0.07
N 4.51 0.13 -1.13
C 3.21 0.38 -0.93
S 1.93 0.16 -1.97
N 3.19 0.92 0.33
N 2.02 1.31 0.96
H 5.93 1.40 2.27
H 4.39 0.84 2.93
H 4.53 2.49 2.28
H 4.91 -0.29 -1.95
H 2.04 1.04 1.93
H 1.87 2.31 0.87
O -0.54 2.27 -0.43
S -1.70 3.21 -0.15
C -2.98 2.79 -1.38
C -2.42 2.91 -2.80
C -3.28 2.25 -3.88
C -3.38 0.73 -3.80
S -1.82 -0.22 -3.67
O -1.14 0.13 -2.37
C -0.92 0.63 -4.97
C 0.19 1.42 -4.69
C 0.82 2.08 -5.73
C 0.37 1.95 -7.03
C -0.73 1.14 -7.31
C -1.37 0.47 -6.28
C -1.22 4.76 -0.91
C -0.04 4.88 -1.61
C 0.29 6.10 -2.18
C -0.56 7.19 -2.03
C -1.73 7.07 -1.30
C -2.07 5.85 -0.73
H -3.80 3.48 -1.19
H -3.30 1.78 -1.13
H -1.43 2.47 -2.81
H -2.31 3.96 -3.06
H -2.88 2.55 -4.85
H -4.30 2.64 -3.82
H -3.86 0.33 -4.70
H -3.96 0.41 -2.94
H 0.55 1.50 -3.67
H 1.68 2.71 -5.52
H 0.87 2.46 -7.84
H -1.08 1.02 -8.32
H -2.22 -0.17 -6.49
H 0.60 4.01 -1.71
H 1.20 6.21 -2.75
H -0.31 8.14 -2.48
H -2.39 7.92 -1.17
H -2.98 5.74 -0.15
*
```

HOMO-LUMO gap (spin up / spin down): 8.2 / 8.2 eV
HOMO (spin up / spin down): -9.9 / -9.9 eV